1.
Computed, not measured: 2 unconnected molecules or ions with the total composition C23H47N4O8P2, with ωB97M-V/def2-TZVPD.

```
84
Properties=species:S:1:pos:R:3:forces:R:3
P -5.159059 -1.756514 -0.536432 -0.0782 -0.2337 -0.0773
P -2.709489 -3.371470 -0.755046 0.1242 -0.4408 1.1178
O 6.302634 -1.183605 0.218182 0.3652 -0.1214 0.0810
O 7.552258 -1.881741 -1.481028 0.0278 0.0801 -0.0490
O -1.053970 -0.518346 -0.273458 -0.4026 -0.5460 -0.1687
O -2.807776 -2.283676 -5.122149 -0.6050 0.3498 0.6481
O -0.771543 3.409708 3.637670 -0.0692 -0.0210 0.1500
O 5.326353 -2.237776 -1.509828 -0.0537 0.0102 -0.0308
O 2.112340 3.113513 -1.663257 -0.2136 0.1097 0.0178
O -5.253543 -2.483829 0.932253 -0.0123 0.2229 -0.0057
N -5.784278 -0.219427 -0.196325 0.0007 -0.2116 -0.0348
N -3.823246 -1.453808 -3.132004 0.1798 0.0879 0.1280
N -2.423681 -0.625780 0.163533 -0.1547 0.9871 0.5057
N -2.641721 -4.255067 0.525387 0.1789 0.5219 -0.1827
C -2.380608 -0.744712 1.657773 -0.2991 -0.8273 0.5654
C -0.156372 -1.612162 0.026129 0.7727 -0.3324 0.2142
C -2.969639 -0.945996 -2.061932 0.1164 0.2871 -0.1130
C 7.669414 -1.048664 0.641469 -0.0175 0.0645 -0.0047
C -1.303013 2.402828 -2.222704 0.3313 0.1531 -0.2526
C -3.539227 1.173682 2.928966 -0.0359 0.0544 0.4049
C 2.363220 -1.225649 0.083989 0.2202 0.3286 0.1710
C -3.244454 -1.584897 -0.655855 0.0361 -0.1410 -1.1797
C -2.900826 0.732977 -0.325513 0.8092 0.4397 0.1140
C 6.305957 -1.813871 -0.984187 -0.0556 -0.0232 0.0149
C -2.385209 1.488008 -2.810730 0.3959 -0.1881 0.5592
C 1.250569 2.577789 -2.660687 0.2590 0.1171 0.2428
C -1.200513 2.266039 2.942289 0.0450 -0.0436 -0.0771
C -0.544478 4.531021 2.812114 0.1535 0.0896 -0.0465
C -3.134738 0.556284 -1.826404 -0.6884 0.6362 0.2143
C -3.297099 -1.863701 -4.152161 0.5049 -0.4512 -0.7943
C 8.412466 -1.040909 -0.680155 0.1501 -0.0366 0.1269
C 9.816121 -1.582207 -0.639339 -0.0381 -0.2158 -0.1530
C -2.276536 1.519528 3.745684 -0.0156 -0.0620 -0.6767
C -3.591308 -0.283506 2.458697 0.0361 0.5301 -0.0175
C 1.036184 -1.078271 0.836153 -0.0631 -0.3197 -0.5787
C 3.398456 -0.208587 0.556356 -0.1781 -0.2664 0.1695
C 0.092543 1.754408 -2.081341 -0.2806 -0.1139 -0.4143
H -1.618643 2.864323 -1.286513 -0.0773 0.0555 0.0039
H 2.474445 2.380495 -1.160132 0.1640 -0.0737 0.0380
H -2.557822 2.152902 4.581642 0.1347 -0.0300 0.1381
H -2.199206 -1.795531 1.873796 0.0216 -0.0712 -0.1860
H -3.607570 -3.828255 -1.729459 0.0484 0.1820 -0.2787
H -1.838396 0.590789 4.114290 -0.0893 0.0562 0.4018
H 10.263999 -1.562803 -1.631402 0.0124 0.0587 0.0042
H 7.928952 -1.911445 1.258479 0.0551 -0.0196 -0.0332
H -3.114976 2.112349 -3.318448 -0.0835 -0.0841 -0.1060
H -5.838087 -3.245915 0.857157 0.0236 -0.1866 0.1773
H 0.060605 0.813403 -2.638262 0.0541 -0.1412 0.1617
H 1.835024 1.975852 -3.360695 -0.0078 -0.0726 -0.0282
H -1.495500 -0.212595 1.995834 0.0675 0.1835 -0.2982
H 8.397595 -0.041680 -1.123088 -0.0538 0.0043 -0.0057
H -6.505682 0.010464 -0.868174 -0.0510 0.1038 0.0474
H -3.609544 -0.904959 3.354221 0.0158 -0.0920 -0.0040
H 2.785659 -2.216418 0.248807 -0.1078 -0.1321 -0.2188
H -1.195864 3.233168 -2.921803 -0.0570 0.0520 -0.0063
H -1.893093 0.858510 -3.556455 -0.1523 0.0626 -0.2198
H -0.342134 1.605264 2.756839 0.1103 0.0586 -0.0214
H -4.531669 -0.477027 1.959639 0.0131 -0.1722 -0.1378
H -4.411432 1.326456 3.566094 -0.0692 -0.0308 -0.0214
H 0.320630 1.513228 -1.043062 0.0216 -0.0474 0.0331
H -4.194023 0.781681 -1.951744 -0.0630 -0.2198 -0.1230
H -3.774328 1.090300 0.201028 -0.2900 -0.6203 0.0821
H 0.206908 -1.989120 -0.931578 -0.1338 0.0968 -0.1116
H -3.649538 1.890344 2.114455 -0.0134 -0.0396 -0.1003
H -1.925655 -1.109596 -2.335442 0.0608 -0.1812 0.1549
H -6.144090 -0.123759 0.745546 0.0181 0.1589 0.0308
H 4.314236 -0.306114 -0.016763 -0.1544 0.2062 -0.0047
H -2.945307 -3.798581 1.373626 -0.1233 -0.2782 0.1160
H 3.009715 0.811444 0.508137 0.0299 0.0564 -0.0838
H 3.651952 -0.409342 1.599006 0.0544 0.1107 0.0442
H -2.092765 1.396306 -0.030076 0.0953 0.0282 -0.2666
H 0.882527 3.441428 -3.211110 -0.0512 0.0213 -0.0310
H 0.132756 4.300477 1.984325 0.0371 -0.0377 -0.0239
H 2.202621 -1.106036 -0.989810 -0.0225 -0.0379 -0.0439
H -1.577700 2.561189 1.954127 -0.1526 0.0141 0.0142
H -0.083476 5.297961 3.426908 0.0054 0.0298 0.0504
H -1.481720 4.924275 2.406337 -0.0549 -0.0388 -0.0363
H 9.816567 -2.616924 -0.295832 -0.0115 0.0228 0.0788
H 10.431345 -0.982449 0.031119 -0.0085 0.0224 0.0047
H 1.100276 -1.633920 1.770685 -0.0578 0.3316 0.2612
H 7.793560 -0.136801 1.218863 -0.1220 0.0418 -0.0340
H -1.488860 -3.275118 -1.438698 -0.1343 -0.0037 -0.3649
H 0.851322 -0.016823 1.009402 -0.0119 -0.0013 0.2972
H -0.629812 -2.452972 0.532079 -0.3347 0.1798 0.0607
```
Positions in Å, forces in eV/Å.

Properties
total charge = +1
E_LUMO = -2.2 eV
ΔE to the lowest compared entry with this formula, charge and spin = 0.0000 eV
highest occupied orbital energy = -11.964 eV
molecular weight = 569.60 g mol⁻¹

---

2.
Computed, not measured: C30H38N4O3S in the gas phase, with ωB97M-V/def2-TZVPD.

```
76
Properties=species:S:1:pos:R:3:forces:R:3
S -3.623215 -0.495133 -2.094654 -0.7289 -0.4229 -0.2994
O -1.651108 0.231531 -0.565846 0.1786 0.0543 0.2297
O 0.137673 -2.751837 -3.283717 0.2154 -0.2984 -0.2246
O 4.300627 -0.220132 2.745406 0.0082 0.1656 0.0672
N -1.207241 -1.974939 -0.225532 -0.1886 0.1547 0.1142
N 2.799058 -1.642239 0.783550 0.1052 0.0628 -0.0179
N -0.940479 0.891670 1.957861 0.0662 0.1689 -0.0892
N -0.477799 -0.613870 -2.855723 0.0476 0.6654 -0.0270
C -1.225536 1.975783 -4.221329 0.2331 0.1192 -0.2400
C 0.010013 4.718376 5.219315 0.0268 0.0532 0.0092
C -1.537663 -2.394718 -1.590240 0.1349 0.0832 -0.3492
C -1.380308 -0.702519 0.200217 -0.0904 -0.0150 -0.0427
C -5.072715 -1.111497 -2.779352 0.3482 0.1191 0.0872
C -1.370349 -0.146176 3.854083 0.0811 0.3285 0.0573
C -5.035287 -2.457706 -2.935093 -0.2304 0.0546 -0.1074
C -2.935046 -2.082484 -2.022315 -0.3049 0.1968 0.0891
C 3.375173 -1.213631 3.112939 -0.3756 -0.1716 0.0376
C -1.062175 2.572275 5.256675 0.0224 -0.0787 -0.1779
C -1.269326 -0.390770 1.627220 -0.0884 -0.2010 0.3515
C -3.810878 -3.011055 -2.505033 0.2441 0.0926 0.1429
C -0.518975 -1.929699 -2.672873 -0.2701 -0.2905 0.4345
C 0.435775 4.478071 3.923737 0.0198 0.1289 0.0069
C -0.229014 2.926918 -3.566256 -0.1988 -0.0536 0.2158
C 0.362814 0.044848 -3.830160 0.3629 -0.1124 -0.4121
C 0.587343 2.189638 -2.509587 0.2287 0.1302 -0.2270
C 0.114907 3.291553 3.293003 -0.1084 -0.1683 0.0509
C 1.329108 1.011802 -3.137517 -0.1338 -0.1171 0.1280
C -0.407377 -2.928970 0.519170 0.4370 -0.3722 0.2239
C 4.839109 -0.507175 1.476719 -0.0045 0.0594 -0.3943
C -0.499855 0.790788 -4.854060 -0.1012 -0.1159 0.1490
C -0.983764 1.066857 3.301523 -0.1212 -0.5244 0.0635
C 3.743561 -0.599561 0.416187 0.2195 -0.0184 0.2514
C 1.784822 -1.816758 -0.243057 0.0646 -0.2022 0.0107
C -0.641823 2.318990 3.949601 0.1490 0.4906 0.1535
C -1.551325 -1.055990 2.810711 0.0049 0.0581 -0.4605
C -0.738727 3.759747 5.882705 0.0203 0.0338 0.0679
C 2.244055 -1.339450 2.091813 0.2964 0.0019 0.2103
C 0.988334 -3.118785 -0.095113 -0.2023 0.2131 0.0169
H 0.474324 3.115541 2.289272 0.0610 -0.0308 -0.0859
H 1.665582 -0.397413 2.076374 -0.0547 -0.0457 0.0020
H 5.532515 0.303080 1.245294 -0.0052 -0.0856 -0.0361
H -0.779191 1.604816 1.264116 -0.0544 -0.0371 0.0085
H -1.459244 -3.488075 -1.587188 0.0463 0.2544 -0.0488
H 1.097282 -0.951654 -0.269966 0.1131 0.0310 -0.0880
H -1.493567 -0.358682 4.897044 -0.0039 0.0262 0.2226
H -1.793844 2.503903 -4.989748 -0.1034 -0.0325 0.0482
H 2.309189 -1.844241 -1.200896 -0.0734 0.0785 -0.0141
H 1.308823 2.870768 -2.051670 -0.0348 -0.0248 0.0941
H -0.760708 3.763567 -3.108822 0.0348 0.0784 -0.0442
H 3.244534 0.383365 0.327896 0.0240 -0.0110 -0.0361
H -0.307555 -2.568482 1.538286 -0.0446 -0.1390 -0.1326
H -1.656441 1.835415 5.774325 -0.0807 -0.0735 0.0538
H 0.443334 3.331886 -4.326944 0.0275 0.0741 -0.0428
H -0.082279 1.833013 -1.724466 -0.0013 0.0133 0.1322
H 3.886812 -2.184209 3.200302 -0.0535 0.0542 0.0304
H -1.934552 1.620376 -3.471294 -0.1192 0.0033 0.0169
H -1.040167 -0.029189 -2.241234 0.1588 -0.2796 -0.0237
H 2.037043 1.384345 -3.880827 0.0666 0.0217 -0.0338
H 1.896281 0.472730 -2.375410 0.0584 -0.0401 -0.0352
H -0.930040 -3.890986 0.537722 -0.0156 0.0802 0.0713
H -5.842722 -3.041424 -3.339378 -0.1617 -0.0716 -0.0641
H -5.872380 -0.436801 -3.012206 -0.2157 0.1136 -0.0508
H -1.074322 3.941518 6.893141 -0.0317 0.0064 0.0726
H 2.978288 -0.920872 4.086622 -0.0033 -0.0851 -0.0464
H 1.554243 -3.806550 0.533517 0.0307 -0.0737 0.0028
H -3.584083 -4.061299 -2.558189 0.1204 -0.1924 0.0084
H 0.928271 -0.748456 -4.332560 -0.1039 0.1531 0.0918
H 1.586954 -2.151154 2.403481 -0.0689 0.0161 0.0513
H 4.192676 -0.852548 -0.546525 -0.0078 0.0468 -0.0193
H 0.147908 1.146999 -5.657822 0.0226 0.0205 -0.0733
H 5.386086 -1.461183 1.510233 -0.0052 0.0758 -0.0250
H 1.024631 5.218658 3.402605 0.0464 0.0465 -0.0381
H -1.892008 -2.067530 2.915173 -0.0052 -0.1973 -0.0574
H -1.222639 0.095857 -5.285711 0.0474 -0.0399 -0.0628
H 0.261548 5.646714 5.709702 0.0212 0.0715 0.0387
H 0.887030 -3.575551 -1.079225 0.0015 -0.0783 0.0127
```
Positions in Å, forces in eV/Å.

Properties
E_LUMO = 0.4 eV
ΔE to the lowest compared entry with this formula, charge and spin = 0.3705 eV
highest occupied orbital energy = -8.102 eV
SMILES = O=C(NC1CCCCC1)[C@H](c1cccs1)N(CCCN1CCOCC1)C(=O)c1ccc(-c2ccccc2)[nH]1
molecular weight = 534.73 g mol⁻¹